Formula: C4H10O3
Source: OMol25
Level of theory: ωB97M-V/def2-TZVPD

For the HOMO energy, the calculation gives -8.923 eV. The orbital gap comes out at 8.49 eV. Its energy above the lowest of the compared OMol25 structures with the same formula, charge and spin is 4.028 eV. As for the spin multiplicity: 1. The max |F| comes out at 1.43 eV Å⁻¹.

Cartesian coordinates (Å):
C  -0.073  -0.695  1.530
C  -0.240  0.696  1.999
O  -1.038  -0.579  -0.278
H  -1.383  -1.449  -0.530
H  -0.895  -1.373  1.708
H  0.880  -1.167  1.720
H  -0.281  0.653  3.098
H  0.602  1.321  1.712
H  -1.172  1.127  1.639
C  -0.002  0.895  -2.028
C  0.218  -0.448  -1.352
O  1.266  -0.196  -0.235
O  0.396  -1.491  -1.983
H  1.891  -0.922  -0.384
H  -0.903  0.828  -2.637
H  -0.115  1.698  -1.302
H  0.849  1.101  -2.677

Cartesian forces, eV/Å:
-1.4 -0.2 -0.3
0.0 0.0 -0.1
0.9 0.1 1.0
0.1 -0.1 0.1
-0.1 0.1 0.2
0.0 0.1 -0.6
0.0 -0.1 -0.1
0.0 0.0 0.0
0.0 0.0 0.1
-0.3 -0.2 0.1
1.3 0.2 0.4
-0.2 -0.1 -0.9
-0.3 0.1 0.2
-0.1 0.1 -0.1
0.0 0.0 0.0
0.0 0.0 0.0
0.0 -0.1 0.1